ORCA calculation (ωB97M-V with the def2-TZVPD basis set) on a structure of composition C38H57BFIO14Ta.

Geometry as XYZ:
```
113
C38H57BFIO14Ta, DFT ωB97M-V with the def2-TZVPD basis set
C 2.0210 1.4151 6.0027
C 1.9127 1.1199 4.8297
Ta 1.8041 0.5102 2.6809
F 3.2556 -0.6938 2.8658
C 1.6470 -0.1592 0.5070
C 0.6042 0.5970 -0.3061
C 0.4245 0.0151 -1.7122
I -1.2569 -1.3209 -1.8157
C 0.2578 -1.0616 3.1283
C 0.7629 -2.3422 3.7985
C -0.0389 -3.6303 3.5219
C -0.4673 -3.7545 2.0638
C 0.8235 -4.8383 3.9082
C 3.3363 2.1173 1.9788
C 4.6090 2.0029 2.6944
O 4.8151 2.4279 3.8229
C 5.7477 1.2889 2.0024
C 6.6785 0.6242 2.7840
C 7.7470 -0.0164 2.2026
C 7.9124 0.0142 0.8291
C 6.9963 0.6814 0.0452
C 5.9139 1.3083 0.6268
O 0.3509 1.8825 2.3109
B -0.2088 2.5070 3.3671
O 0.0588 3.8757 3.5628
O -1.0682 1.8887 4.2663
H 2.0866 1.6296 7.0411
H 2.6240 0.0345 0.0562
H 1.4309 -1.2299 0.4694
H -0.3563 0.5733 0.2040
H 0.8945 1.6421 -0.4139
H 1.2700 -0.5998 -1.9962
H 0.2456 0.7697 -2.4711
H -0.2896 -1.2564 2.2052
H -0.4501 -0.5701 3.8002
H 0.7307 -2.1734 4.8761
H 1.8103 -2.5455 3.5647
H -0.9160 -3.6404 4.1715
H 0.3235 -3.3888 1.4098
H -0.7164 -4.7852 1.8164
H -1.3505 -3.1542 1.8547
H 1.4668 -5.0976 3.0658
H 1.4915 -4.5965 4.7335
H 0.2237 -5.7096 4.1614
H 2.9081 3.1079 2.1157
H 3.4730 1.9190 0.9223
H 6.5420 0.6174 3.8539
H 8.4610 -0.5397 2.8211
H 8.7618 -0.4781 0.3785
H 7.1212 0.7169 -1.0269
H 5.2062 1.8328 0.0075
H -0.6996 4.3618 3.2302
H -1.8125 1.4614 3.8406
O 3.4218 3.4911 -1.2694
C 4.0087 3.4182 -2.3034
O 5.2648 2.9080 -2.4005
C 5.7578 3.0400 -3.7408
C 4.5144 3.1652 -4.6178
C 3.5412 3.8726 -3.6742
H 6.3870 3.9319 -3.7886
H 6.3657 2.1673 -3.9668
H 4.7040 3.6947 -5.5492
H 4.1363 2.1717 -4.8625
H 3.6296 4.9594 -3.7139
H 2.5008 3.5999 -3.8220
O -6.3408 -4.0922 1.0241
C -5.6088 -4.1214 0.0758
O -4.3274 -4.5256 0.1694
C -3.6569 -4.3619 -1.0961
C -4.7685 -4.3504 -2.1402
C -5.9176 -3.7171 -1.3548
H -3.1075 -3.4191 -1.0763
H -2.9518 -5.1785 -1.2222
H -4.4890 -3.8194 -3.0470
H -5.0268 -5.3725 -2.4184
H -5.9058 -2.6269 -1.4078
H -6.9030 -4.0719 -1.6423
O 2.0992 6.5335 -2.1090
C 1.9571 6.5406 -0.9180
O 0.9750 5.8582 -0.3031
C 0.9804 6.1211 1.1169
C 2.3942 6.6005 1.4241
C 2.7794 7.2918 0.1164
H 0.2227 6.8820 1.3237
H 0.7352 5.2098 1.6552
H 2.4450 7.2335 2.3069
H 3.0408 5.7384 1.5875
H 2.4738 8.3400 0.0929
H 3.8363 7.2220 -0.1244
O -9.1669 -1.7787 -1.3855
C -9.4521 -1.8871 -0.2302
O -10.3922 -2.7631 0.1987
C -10.5999 -2.6267 1.6150
C -9.3287 -1.9736 2.1467
C -8.8975 -1.1191 0.9559
H -11.4842 -2.0043 1.7730
H -10.7865 -3.6151 2.0267
H -9.4865 -1.4184 3.0688
H -8.5714 -2.7360 2.3311
H -9.3575 -0.1291 0.9626
H -7.8208 -1.0143 0.8623
O -2.9758 -4.6909 -5.4254
C -2.3031 -3.8544 -5.9504
O -1.7729 -4.0315 -7.1875
C -0.9347 -2.9163 -7.5347
C -1.4178 -1.7623 -6.6617
C -1.8869 -2.5011 -5.4089
H 0.1018 -3.1881 -7.3226
H -1.0400 -2.7320 -8.6010
H -0.6485 -1.0157 -6.4777
H -2.2635 -1.2663 -7.1395
H -1.0803 -2.6495 -4.6915
H -2.7207 -2.0212 -4.9066
```

Its total charge is -1. As for the HOMO energy: -0.1824 Eh. The gap between HOMO and LUMO is 6.721 eV.


ORCA calculation (ωB97M-V with the def2-TZVPD basis set) on a structure of composition C38H57BMoN10O2S.

Geometry as XYZ:
```
110
C38H57BMoN10O2S, DFT ωB97M-V with the def2-TZVPD basis set
Mo 0.0604 -0.0973 -0.8160
C 3.1301 -2.7603 -1.3199
C 3.6378 -1.2492 -1.1641
C 5.1898 -1.3004 -1.2185
C 3.1923 -0.7042 0.1254
C 4.0141 -0.2274 1.1518
C 3.1056 -0.0095 2.2357
C 3.2948 0.5195 3.5793
C 3.7708 1.9456 3.5445
C 4.2600 -0.4368 4.1976
N 1.8084 -0.2976 1.8276
N 1.8922 -0.5934 0.4779
B 0.3287 0.0095 2.4378
N -0.6944 -0.9957 1.8332
N -1.4031 -0.5131 0.7395
C -2.6420 -1.0291 0.8192
C -2.6339 -2.0686 1.7830
C -1.3425 -2.1185 2.3253
C -0.7101 -3.1951 3.2231
C -1.2816 -3.0414 4.6203
C 0.7943 -3.2095 3.1182
C -3.7937 -0.4713 0.0642
C -4.5291 0.5553 0.9696
C -4.7592 -1.5602 -0.3741
N -0.1497 1.4079 1.9977
N 0.1033 1.7124 0.6207
C -0.2052 3.0172 0.3626
C -0.6187 3.5793 1.5803
C -0.5649 2.5336 2.5612
C -1.0438 2.5532 4.0287
C 0.1725 2.5508 5.0223
C -2.0820 1.4445 4.2722
C -0.0361 3.7709 -0.9279
C 1.3977 4.2525 -0.9871
C -1.0854 4.8899 -1.0205
H 3.6470 -3.2261 -2.2073
H 3.3457 -3.3646 -0.4246
H 2.0456 -2.7146 -1.5096
H 3.2886 -0.6921 -2.0025
H 5.7295 -1.8327 -0.3949
H 5.4685 -1.8505 -2.1282
H 5.6165 -0.2703 -1.2739
H 5.0770 -0.1331 1.1429
H 2.3311 0.4096 4.0738
H 4.8403 2.0212 3.3659
H 3.2510 2.4635 2.6982
H 3.5687 2.4803 4.4648
H 5.3182 -0.3196 3.7789
H 4.3550 -0.2705 5.3364
H 3.9636 -1.4805 3.9852
H 0.4114 -0.1047 3.6471
H -3.4125 -2.7784 2.0183
H -1.0594 -4.1479 2.8581
H -0.9611 -2.0879 5.0215
H -2.3391 -3.1186 4.6107
H -0.9820 -3.8982 5.3102
H 1.2496 -2.3397 3.6061
H 1.1196 -4.1923 3.6016
H 1.0736 -3.2455 2.0056
H -3.3803 -0.0503 -0.8418
H -4.9836 0.0450 1.8392
H -3.8702 1.3432 1.3521
H -5.3766 1.1052 0.4904
H -5.4343 -1.8131 0.4907
H -5.3716 -1.1951 -1.2472
H -4.2426 -2.5430 -0.6975
H -0.8888 4.6204 1.7305
H -1.5732 3.5382 4.0701
H 0.7910 1.6828 4.9518
H 0.7729 3.4790 4.9593
H -0.1839 2.5593 6.0384
H -1.6807 0.4838 4.0360
H -2.5134 1.3435 5.2373
H -2.9449 1.6034 3.6004
H -0.1283 3.0214 -1.7297
H 1.5776 4.7314 -0.0160
H 2.1220 3.4372 -1.1499
H 1.5135 5.1155 -1.6765
H -0.8021 5.6758 -0.2425
H -1.0951 5.4027 -1.9925
H -2.0873 4.5617 -0.7143
C 2.3058 0.6285 -4.3139
C 1.2020 0.9197 -3.3374
O 1.4841 0.8943 -2.0791
C -0.1146 1.2023 -3.9040
C -0.1894 1.4215 -5.2815
C -1.3797 1.7281 -5.9592
C -2.5909 1.6464 -5.2336
C -2.5331 1.3478 -3.8429
C -1.3176 1.2191 -3.1722
O -1.3652 0.8591 -1.8890
H 3.2178 0.6689 -3.7687
H 2.3631 1.3521 -5.1301
H 2.3064 -0.3351 -4.8833
H 0.7177 1.3042 -5.8452
H -1.3722 2.0197 -6.9728
H -3.5561 1.7247 -5.7174
H -3.4542 1.2669 -3.2449
S -0.4488 -3.2835 -1.0965
C -0.2604 -1.8593 -1.9123
N -2.3408 -3.8831 -6.9369
C -2.3443 -3.8558 -5.5948
N -3.3578 -4.4630 -4.9742
N -1.3368 -3.1791 -5.0202
C -1.0005 -2.6078 -3.9786
N -0.3763 -1.7893 -3.2604
H -3.0602 -4.2354 -7.5299
H -1.5275 -3.4423 -7.4001
H -3.9786 -4.9474 -5.5478
H -3.4363 -4.6402 -3.9359
```

As for the multiplicity: 4. Its expectation value of S² is 3.787. The value obtained for the energy relative to the best compared isomer or geometry (same formula, charge and spin) is 0.0 kJ/mol. Its total charge is +1. As for the HOMO energy (alpha / beta): -0.3426 / -0.3720 Eh. The gap between HOMO and LUMO (alpha / beta) is 5.827 / 6.465 eV.


ORCA calculation (ωB97M-V with the def2-TZVPD basis set) on a structure of composition C38H57CdGeN4OPS.

Geometry as XYZ:
```
104
C38H57CdGeN4OPS, DFT ωB97M-V with the def2-TZVPD basis set
Cd 0.4692 -0.1955 0.5232
N -3.5597 -2.6410 -0.3422
C -2.4615 -1.9063 0.0527
S -1.5300 -1.1812 -1.3230
N -2.1762 -1.8442 1.2849
N -1.0668 -1.1834 1.7529
C -1.1738 -0.7877 2.9843
C -0.1812 -0.1273 3.7690
C -0.6005 0.4048 5.0079
C 0.2538 1.0805 5.8348
C 1.5961 1.2293 5.4496
C 2.0470 0.7177 4.2627
C 1.1855 0.0317 3.3625
O 1.6590 -0.4572 2.2666
H -3.4481 -3.1190 -1.2218
H -3.9437 -3.2127 0.3977
H -2.1348 -0.9611 3.4710
H -1.6395 0.2828 5.2968
H -0.0925 1.4882 6.7753
H 2.2853 1.7498 6.1044
H 3.0835 0.8198 3.9647
C 4.1154 0.1451 0.3750
C 3.8938 0.1683 -1.1392
C 4.7007 1.3092 -1.7526
P 2.0534 0.1733 -1.5048
C 1.9323 -0.6076 -3.2132
C 0.6775 -0.1313 -3.9455
C 3.1447 -0.5264 -4.1413
C 1.5471 1.9121 -1.6748
C 2.0460 2.6584 -2.7515
C 1.7957 4.0037 -2.9320
C 2.4175 4.7769 -4.0657
C 0.9774 4.6223 -1.9836
C 0.4363 3.9202 -0.9350
C 0.6846 2.5383 -0.7235
N 0.0672 1.8600 0.2823
C -0.4428 2.5633 1.3992
C 0.4159 3.3123 2.2331
C 1.8977 3.3532 1.9793
C -0.0957 3.9869 3.3315
C -1.4419 3.9515 3.6628
C -1.9816 4.7009 4.8506
C -2.2696 3.1722 2.8711
C -1.7994 2.4751 1.7642
C -2.8006 1.6393 1.0029
H 5.1713 -0.0343 0.5905
H 3.5277 -0.6266 0.8669
H 3.8388 1.1043 0.8166
H 4.2437 -0.7875 -1.5428
H 4.3263 2.2708 -1.4025
H 4.6759 1.3057 -2.8412
H 5.7433 1.2110 -1.4420
H 1.7909 -1.6648 -2.9626
H 0.7600 0.9195 -4.2217
H -0.2085 -0.2489 -3.3243
H 0.5313 -0.7157 -4.8563
H 3.2853 0.4781 -4.5411
H 2.9630 -1.1898 -4.9900
H 4.0700 -0.8478 -3.6668
H 2.6744 2.1574 -3.4772
H 2.7446 4.1056 -4.8602
H 3.2918 5.3327 -3.7170
H 1.7161 5.4952 -4.4923
H 0.7593 5.6819 -2.0777
H -0.2190 4.4254 -0.2358
H 2.2510 2.3698 1.6637
H 2.4294 3.6416 2.8858
H 2.1504 4.0647 1.1906
H 0.5887 4.5466 3.9619
H -1.1996 5.2945 5.3231
H -2.3826 4.0134 5.5990
H -2.7899 5.3701 4.5505
H -3.3254 3.0985 3.1190
H -3.5875 2.2630 0.5753
H -3.2855 0.9285 1.6746
H -2.3150 1.0878 0.2012
C -2.3673 5.6993 -1.4263
C -2.2025 4.5826 -2.4545
C -2.4929 3.2136 -1.8406
C -2.0911 2.0719 -2.7694
Ge -2.9044 0.2794 -2.4666
C -4.7880 0.1575 -1.8585
C -5.7740 0.5477 -2.9612
C -5.8079 2.0459 -3.2711
C -6.3953 2.8790 -2.1340
H -2.1642 6.6749 -1.8707
H -1.6760 5.5576 -0.5928
H -3.3811 5.7126 -1.0203
H -1.1789 4.5897 -2.8353
H -2.8719 4.7592 -3.3024
H -3.5599 3.1636 -1.5972
H -1.9284 3.1321 -0.9114
H -1.0034 1.9570 -2.7697
H -2.3914 2.3027 -3.7971
H -2.8387 -0.4143 -3.8446
H -4.9242 0.7625 -0.9601
H -4.9544 -0.8733 -1.5664
H -6.7761 0.2252 -2.6610
H -5.5214 0.0010 -3.8748
H -6.4045 2.2049 -4.1723
H -4.7897 2.3869 -3.4900
H -7.3941 2.5228 -1.8752
H -6.4712 3.9274 -2.4236
H -5.7703 2.8239 -1.2412
```

The value obtained for the energy relative to the best compared isomer or geometry (same formula, charge and spin) is 49.9 kJ/mol. Its total charge is 0. As for the HOMO energy: -0.2457 Eh. The gap between HOMO and LUMO is 7.027 eV.


ORCA calculation (ωB97M-V with the def2-TZVPD basis set) on a cluster of 4 separate species, C38H57ClN3O14P in total.

Geometry as XYZ:
```
114
C38H57ClN3O14P, DFT ωB97M-V with the def2-TZVPD basis set
C 3.7067 -5.8008 -0.7725
C 2.1237 -5.5450 -1.0396
C 1.8730 -4.8339 -2.4787
C 2.4329 -3.3327 -2.3929
N 1.3627 -2.2849 -2.6078
N 1.9412 -1.0958 -3.0828
C 1.0192 0.0705 -3.2181
O 0.3655 0.4345 -4.2176
C 1.0850 0.7459 -1.7829
C 0.1366 1.6771 -1.0077
C -1.2130 2.1763 -1.6894
C -2.1092 1.0184 -2.3492
C -3.4156 0.6281 -1.4815
C -4.5401 1.7736 -1.4358
C -5.9695 1.0585 -1.3165
C -6.1263 0.0620 -0.0729
O -6.8008 -1.1548 -0.5350
C -6.1372 -2.3206 -0.0805
C -5.8684 -2.6597 1.4748
O -5.7345 -3.1938 -0.8995
C 0.5812 2.0995 0.4457
C -0.4558 3.0564 1.2078
C -0.3533 4.5891 0.4402
C -0.7496 5.8745 1.4383
O 0.7284 5.5030 0.9584
C 1.9367 1.6234 1.0875
C 2.3508 2.0565 2.5817
C 3.8236 2.6794 2.6995
C 3.9068 4.1181 3.3842
Cl 2.9577 4.3014 4.9388
C 2.8622 0.6726 0.2383
P 4.5084 -0.0314 0.8658
N 4.3486 -0.8439 2.2438
C 2.4364 0.2671 -1.1862
C 3.1275 -0.6194 -2.3111
O 4.3391 -0.8214 -2.5266
H 3.9636 -6.9204 -0.7158
H 4.3666 -5.2765 -1.5456
H 3.9296 -5.3771 0.2643
H 1.5336 -6.5147 -0.9438
H 1.7818 -4.7771 -0.2576
H 2.5366 -5.4174 -3.2199
H 0.7980 -4.9267 -2.8461
H 3.2548 -3.2416 -3.2016
H 2.9216 -3.2234 -1.3531
H 0.7176 -2.7076 -3.2899
H -0.8950 2.8888 -2.5434
H -1.8972 2.7881 -1.0164
H -2.4188 1.4095 -3.3924
H -1.5558 0.0385 -2.5441
H -3.0648 0.3370 -0.4336
H -3.8395 -0.3226 -1.9730
H -4.3244 2.4741 -0.5604
H -4.4904 2.3278 -2.4484
H -6.7540 1.8928 -1.1689
H -6.2663 0.4717 -2.2650
H -6.7865 0.5520 0.7371
H -5.1501 -0.2420 0.4292
H -4.9229 -2.1204 1.8536
H -5.8063 -3.7869 1.6328
H -6.7736 -2.2304 2.0427
H -0.1983 3.2541 2.2942
H -1.5447 2.7801 1.0322
H -0.6846 4.6586 -0.7068
H -0.9973 6.8482 0.9009
H -0.5585 5.7478 2.5502
H 1.6061 2.7618 3.0734
H 2.3304 1.0885 3.2131
H 4.4754 1.8952 3.2424
H 4.2636 2.7531 1.6425
H 5.0266 4.2814 3.6652
H 3.6808 4.9081 2.5863
H 5.4089 1.0744 0.9916
H 4.9936 -0.9679 -0.1260
H 3.3595 -0.8048 2.5625
C 7.2267 5.3218 8.8096
C 6.5893 4.2020 8.0167
C 7.4295 2.9623 7.9263
O 6.9669 2.3765 6.7143
C 6.5183 3.3991 5.9353
O 6.2278 3.2939 4.7782
O 6.4470 4.5608 6.6446
H 7.2674 5.0750 9.8728
H 8.2424 5.5259 8.4595
H 6.6606 6.2483 8.6842
H 5.5902 3.9851 8.4109
H 7.2744 2.2868 8.7686
H 8.5001 3.1669 7.8236
C -11.7149 3.4285 -1.8467
C -10.3808 3.8906 -1.3031
C -9.4490 2.7723 -0.9395
O -8.6297 3.3758 0.0557
C -9.3856 4.3466 0.6446
O -9.0808 4.9314 1.6416
O -10.5390 4.5589 -0.0536
H -11.6012 2.9828 -2.8374
H -12.1785 2.6925 -1.1841
H -12.4103 4.2688 -1.9159
H -9.9145 4.5939 -2.0023
H -8.8483 2.4350 -1.7853
H -9.9548 1.9101 -0.4929
C 2.1977 -8.4758 -6.5181
C 3.5289 -8.0336 -5.9512
C 4.4478 -9.1656 -5.5956
O 5.2591 -8.5842 -4.5805
C 4.5044 -7.6179 -3.9850
O 4.8015 -7.0512 -2.9738
O 3.3612 -7.3849 -4.6930
H 2.3196 -8.9057 -7.5146
H 1.7205 -9.2190 -5.8733
H 1.5097 -7.6288 -6.5813
H 4.0090 -7.3225 -6.6328
H 5.0565 -9.4937 -6.4392
H 3.9299 -10.0309 -5.1694
```

The value obtained for the energy relative to the best compared isomer or geometry (same formula, charge and spin) is 0.0 kJ/mol. Its total charge is 0. The SMILES is CCCCNN1C(=O)c2c(CCCCCCOC(C)=O)c(C[C@H]3CO3)c(CCCCl)c([PH2]=N)c2C1=O.C[C@@H]1COC(=O)O1.C[C@@H]1COC(=O)O1.C[C@@H]1COC(=O)O1. As for the HOMO energy: -0.2970 Eh. The gap between HOMO and LUMO is 7.483 eV.